(1)
A molecular structure, C21H40BaP2 at a distorted geometry, computed with ωB97M-V with the def2-TZVPD basis set.

ORCA input file:
```
! RIJCOSX wB97M-V def2-TZVPD def2/J DEFGRID3
* xyz 0 1
Ba 2.157 0.372 0.264
P 0.094 -1.582 -5.713
P 0.371 1.932 -5.590
C -0.471 1.785 -2.880
C -1.206 2.690 -6.188
C -0.132 -0.374 -7.148
C 0.401 0.661 -2.344
C 0.065 -1.538 -3.856
C -2.113 -0.769 -2.762
C -1.722 1.645 -3.351
C 0.970 -0.342 -3.382
C 1.545 3.305 -5.857
C 1.766 -2.178 -6.106
C -2.158 0.330 -3.867
C 0.735 -1.810 0.676
C -1.094 -2.846 -6.168
C 0.212 0.504 5.020
C 0.675 0.941 -7.130
C -1.303 0.715 5.162
C 0.933 1.455 5.977
C 0.563 -0.946 5.367
C 0.656 0.769 3.654
C 1.059 1.047 2.522
C -1.138 -1.779 -3.066
H -1.426 0.050 -4.654
H 0.648 2.490 5.768
H 1.562 -2.248 1.261
H 0.662 1.214 7.011
H 0.370 1.567 -7.993
H -1.861 0.078 4.468
H 0.652 -2.472 -3.661
H 2.017 1.364 5.872
H 1.604 3.868 -4.917
H 0.180 -0.953 -8.044
H 1.759 -2.645 -7.101
H 1.297 1.199 -1.949
H -1.036 3.216 -7.136
H 2.534 2.890 -6.096
H -1.565 1.761 4.966
H 2.484 -1.344 -6.107
H 0.275 -1.166 6.398
H -1.941 -0.305 -1.777
H -0.073 0.086 -1.511
H -3.105 -1.239 -2.682
H 1.639 -1.120 5.271
H -1.979 1.924 -6.336
H 0.041 -1.646 4.709
H -1.225 -2.763 -2.576
H -2.064 -2.375 -6.382
H 1.361 0.231 -4.248
H 1.759 0.743 -7.217
H -1.566 3.401 -5.439
H -1.216 -0.181 -7.266
H -0.091 -1.609 1.370
H -0.733 -3.373 -7.061
H -1.604 0.463 6.186
H -0.056 2.791 -2.719
H 2.071 -2.923 -5.361
H -2.384 2.503 -3.496
H 1.203 3.965 -6.666
H -3.141 0.358 -4.360
H 1.887 -0.823 -2.969
H 0.415 -2.510 -0.099
H -1.208 -3.547 -5.335
*
```

F_max	4.25	eV/Å
energy	-1532.01557	Eh
LUMO energy	-0.57	eV
energy above the lowest of the compared OMol25 structures with the same formula, charge and spin	0.698	eV
frontier orbital gap	4.501	eV
molar mass	491.83	g mol⁻¹

=====

(2)
A molecular structure, C21H40Cl3ErN4O3SSi at a distorted geometry, computed with ωB97M-V with the def2-TZVPD basis set.

ORCA input file:
```
! RIJCOSX wB97M-V def2-TZVPD def2/J DEFGRID3
* xyz 0 4
Er -1.209 0.512 0.410
Cl -3.504 0.816 1.408
Cl -1.497 2.752 -0.610
Cl 1.741 0.284 1.754
S -4.345 -4.071 3.073
Si 1.730 -0.248 -0.586
O -1.971 -0.865 -1.125
O -1.332 -1.089 2.154
O 0.999 1.444 -0.510
N -6.764 -3.466 3.912
N -2.524 -1.812 -3.122
N -1.138 -2.042 4.209
N -5.543 -1.672 3.260
C 1.648 2.688 -0.932
C 1.485 3.911 1.303
C -3.136 -1.712 -4.446
C -1.895 -3.105 -2.754
C 2.342 3.398 0.189
C 3.756 2.411 -4.708
C -5.582 -3.000 3.437
C -1.836 -1.683 3.141
C 3.538 -0.516 -0.625
C 1.741 2.890 -3.429
C -1.759 -2.660 5.366
C 2.421 2.823 -4.664
C 0.856 -1.855 -0.052
C 3.721 2.120 -2.310
C 0.854 -0.376 -2.390
C 2.403 2.546 -2.242
C 4.394 4.315 1.381
C 0.299 -1.897 4.189
C -2.588 -0.829 -2.239
C 3.641 3.745 0.217
C 4.385 2.020 -3.526
H 1.149 -2.092 0.978
H -0.095 0.193 -2.445
H 4.317 3.672 2.274
H -2.359 -3.498 -1.826
H 4.013 -0.396 -1.592
H 1.669 3.422 2.273
H 4.229 1.893 -1.384
H 0.692 3.222 -3.402
H -3.014 -2.666 -4.958
H -2.488 -3.430 5.063
H 4.013 0.144 0.089
H 4.319 2.394 -5.649
H 5.467 4.392 1.114
H -2.885 -1.970 3.184
H 5.410 1.665 -3.520
H -2.286 -1.921 5.989
H 1.919 3.125 -5.590
H 0.756 3.285 -1.112
H 3.727 -1.533 -0.298
H -7.373 -2.870 4.455
H 1.223 -2.629 -0.708
H -2.673 -0.927 -5.054
H 0.613 -0.864 3.996
H -0.236 -1.872 -0.125
H 4.059 5.335 1.657
H 1.660 4.994 1.483
H -2.091 -3.805 -3.583
H -6.408 -1.163 3.164
H 4.235 3.704 -0.690
H -3.178 0.050 -2.526
H -0.801 -3.014 -2.607
H 0.677 -2.205 5.171
H 0.413 3.800 1.084
H -6.864 -4.453 4.057
H 0.769 -2.528 3.420
H -0.974 -3.114 5.981
H -4.750 -1.268 2.789
H -4.202 -1.491 -4.359
H 0.585 -1.400 -2.698
H 1.435 0.038 -3.225
*
```

F_max	2.81	eV/Å
energy	-4352.48736	Eh
LUMO energy (spin up / spin down)	0.23 / 0.23	eV
energy above the lowest of the compared OMol25 structures with the same formula, charge and spin	1.210	eV
frontier orbital gap (spin up / spin down)	8.290 / 8.294	eV
expectation value of S²	3.7526
molar mass	730.35	g mol⁻¹

=====

(3)
A molecular structure, C21H40F2O14SSi2 at a distorted geometry, computed with ωB97M-V with the def2-TZVPD basis set.

ORCA input file:
```
! RIJCOSX wB97M-V def2-TZVPD def2/J DEFGRID3
* xyz 0 1
S 0.690 -1.965 -4.473
Si 3.285 0.097 -2.514
Si 0.601 -1.009 -2.483
F 3.659 2.693 -3.605
F -0.445 -3.245 -4.595
O -7.397 3.230 -2.825
O 1.579 0.439 -2.409
O 2.063 -2.636 -4.694
O -3.318 1.320 -2.059
O -8.356 4.973 -1.718
O 6.013 3.846 3.274
O 1.827 -2.915 2.499
O 0.410 -0.957 -5.597
O -1.037 -0.476 -2.102
O 6.155 1.942 2.087
O 2.461 -4.977 3.229
O 0.710 -3.948 4.193
O 6.384 3.945 1.031
O -6.460 4.060 -0.920
C 1.339 -4.880 -0.498
C 5.569 2.794 4.118
C -8.138 5.524 -0.423
C 1.039 -2.280 -1.078
C 1.680 -3.860 3.239
C 5.347 0.317 3.686
C -4.711 1.795 -1.935
C 2.249 -7.218 4.116
C -8.510 6.992 -0.396
C -6.675 5.270 -0.207
C -1.864 -0.399 -3.303
C 4.339 1.719 -2.768
C 2.116 -5.733 4.386
C 0.706 -5.293 4.648
C 1.496 -3.729 -1.652
C -3.354 0.182 -2.960
C -7.404 4.015 -1.905
C 4.708 2.455 -1.385
C 6.202 3.304 2.038
C 6.156 1.578 3.464
C -5.462 0.975 -0.732
H -3.807 0.479 -3.982
H -9.597 7.107 -0.446
H -8.100 7.519 -1.263
H 0.448 -5.341 5.709
H 3.821 3.038 -0.916
H 4.474 2.796 4.133
H -5.324 1.634 -2.893
H -8.750 4.965 0.293
H 7.195 1.420 3.773
H 5.510 3.263 -1.618
H 2.042 -5.755 -0.792
H 1.644 -4.498 0.547
H -6.613 0.988 -0.886
H 3.843 -0.594 -1.353
H 5.331 1.450 -3.317
H -0.041 -5.854 4.075
H -5.260 1.547 0.243
H -2.050 -1.486 -3.661
H -6.028 6.046 -0.630
H 3.305 -7.495 4.044
H 5.162 0.145 4.749
H -5.087 -0.107 -0.645
H 0.086 -2.481 -0.438
H 1.823 -1.869 -0.342
H -8.154 7.476 0.517
H -6.430 5.143 0.850
H 5.205 1.748 -0.613
H 0.834 -4.075 -2.522
H -1.445 0.282 -4.126
H 5.938 2.935 5.137
H 1.791 -7.810 4.912
H 5.879 -0.549 3.284
H 1.790 -7.488 3.161
H 3.579 -0.734 -3.707
H -3.944 -0.669 -2.439
H -4.778 2.908 -1.651
H 2.786 -5.434 5.200
H 2.617 -3.680 -1.892
H 4.388 0.366 3.160
H 0.263 -5.281 -0.427
*
```

F_max	8.31	eV/Å
energy	-3054.43495	Eh
LUMO energy	-0.40	eV
frontier orbital gap	8.912	eV
molar mass	642.77	g mol⁻¹

=====

Q: Which formula does entry 2 have?
A: C21H40Cl3ErN4O3SSi